No. 1
A single C18H25N3O5 molecule, computed with ωB97M-V/def2-TZVPD.

Structure (ORCA input):
```
! RIJCOSX wB97M-V def2-TZVPD def2/J DEFGRID3
* xyz 0 1
O -1.5788 0.2414 -1.2391
O -3.9998 -1.8226 -0.5457
O -3.4333 1.0720 1.3516
O 3.5329 2.8938 -0.4576
O 3.4799 -1.6956 0.7776
N 0.2053 -0.9559 -1.8636
N -4.0999 0.0678 0.6379
N 0.0399 -2.4474 0.4634
C -1.1652 -1.8490 -0.0840
C -2.1733 -1.3820 0.9652
C 1.4941 -0.4381 0.9771
C 3.4932 0.6498 0.1621
C -0.8747 -0.7416 -1.0905
C 2.9022 4.1428 -0.6053
C 2.8563 -0.4867 0.6292
C 0.7835 -1.6836 1.4560
C 0.8375 0.7737 0.8697
C 1.1879 -2.0102 -1.7312
C -5.1442 0.6724 -0.1742
C 1.4632 1.9161 0.3953
C 4.8615 -1.7759 0.5303
C -3.4118 2.1864 0.4704
C 0.8222 -3.0075 -0.6116
C -3.4751 -1.0708 0.2522
C 2.7987 1.8533 0.0303
C -4.7969 2.1696 -0.1876
H 0.4204 -0.2245 -2.5281
H 5.0980 -1.5654 -0.5181
H 1.5255 -2.3697 1.8723
H -5.1101 0.2120 -1.1637
H -5.5121 2.7356 0.4085
H -1.6706 -2.6419 -0.6587
H 2.0617 4.0887 -1.3045
H -2.3457 -2.1939 1.6736
H 0.2331 -3.8256 -1.0400
H -4.7686 2.5772 -1.1942
H 2.1592 -1.5483 -1.5259
H -3.2183 3.0696 1.0774
H -2.6238 2.0460 -0.2779
H 4.5342 0.6504 -0.1155
H 2.5502 4.5308 0.3558
H 5.4257 -1.0936 1.1732
H -1.8375 -0.4978 1.5015
H 1.2670 -2.5461 -2.6848
H -6.1212 0.4818 0.2765
H 0.8993 2.8312 0.3221
H 1.7398 -3.4241 -0.1945
H 5.1414 -2.8029 0.7610
H 0.0820 -1.4179 2.2487
H -0.1977 0.8450 1.1645
H 3.6624 4.8112 -1.0068
*
```

Computed properties:
* LUMO energy: 0.65 eV
* structure (SMILES): COc1ccc(CN2CCNC(=O)[C@@H]2CC(=O)N2CCCO2)c(OC)c1
* frontier orbital gap: 8.792 eV
* strongest force on any atom: 0.64 eV Å⁻¹

No. 2
A single C14H20N2O6S molecule, computed with ωB97M-V/def2-TZVPD.

Structure (ORCA input):
```
! RIJCOSX wB97M-V def2-TZVPD def2/J DEFGRID3
* xyz 0 1
S -0.7552 0.3183 2.5133
O -1.1980 -0.9093 3.1044
O -2.2150 0.5238 -3.2060
O -2.3529 -1.9382 -1.7746
O 2.6769 1.4766 -1.1685
O 1.2023 -1.4340 -0.1221
O -1.1259 1.5567 3.1338
N 0.9161 0.2764 2.5299
N 3.2629 -0.8044 0.5419
C -2.9892 -1.7489 -3.0190
C -1.6063 -0.8017 0.1655
C 1.5440 -0.9870 2.2300
C -1.9397 0.4453 -1.8678
C -1.9674 -0.7736 -1.1753
C 1.9626 -1.1020 0.7647
C 1.7068 1.0657 -2.1100
C -1.6245 1.6216 -1.1949
C 1.5956 1.4884 2.1443
C 3.8049 -0.6869 -0.7896
C 3.8947 0.7836 -1.2378
C -2.2143 -0.7308 -3.8532
C -1.2588 0.3706 0.7989
C -1.2847 1.5872 0.1432
H -3.0168 -2.7250 -3.5051
H 4.3013 0.8142 -2.2601
H -4.0139 -1.3835 -2.8648
H -2.6775 -0.5759 -4.8285
H 3.8096 -0.4161 1.2945
H 4.5692 1.3311 -0.5726
H 3.1387 -1.2450 -1.4503
H -1.6084 -1.7338 0.7037
H 0.9337 1.8309 -2.1020
H 4.8030 -1.1312 -0.8226
H -1.6506 2.5473 -1.7475
H 0.9768 2.3110 2.4939
H 2.5626 1.5387 2.6494
H -1.1819 -1.0823 -3.9827
H 2.1438 0.9960 -3.1125
H 2.4121 -1.1204 2.8872
H 0.7989 -1.7506 2.4590
H -1.0500 2.4869 0.6868
H 1.7443 1.5756 1.0620
H 1.2583 0.1063 -1.8336
*
```

Computed properties:
* LUMO energy: 0.65 eV
* structure (SMILES): COCCNC(=O)CN(C)S(=O)(=O)c1ccc2c(c1)OCCO2
* frontier orbital gap: 9.211 eV
* strongest force on any atom: 0.98 eV Å⁻¹

No. 3
A single C18H20O3 molecule in a non-equilibrium geometry, computed with ωB97M-V/def2-TZVPD.

Structure (ORCA input):
```
! RIJCOSX wB97M-V def2-TZVPD def2/J DEFGRID3
* xyz 0 1
O 1.4848 -0.4635 -1.4546
O -0.6996 0.0241 -1.2210
O -4.7443 -5.9299 -1.7397
C -1.6094 -3.4567 0.9152
C 1.7723 2.3746 -2.2697
C 2.1657 2.9483 -0.9008
C 0.4570 1.6193 -2.3802
C 1.4169 1.9364 2.6897
C 0.4956 -0.4504 2.0317
C -3.4164 -5.1712 0.0873
C -3.5010 -7.6003 -0.5062
C -2.6318 -4.3548 0.4872
C 1.0237 0.8578 2.2956
C -0.8334 -2.6443 1.3541
C 1.6502 4.7160 0.8755
C 1.9108 3.2853 3.0108
C 1.0971 3.8550 -0.2840
C -0.0213 -1.5266 1.7825
C 0.3867 0.3095 -1.6457
C 2.6052 4.0519 1.8490
C -4.2937 -6.2658 -0.4290
H 2.3966 2.1411 -0.2058
H 0.2375 3.2995 0.1083
H 1.7395 3.2200 -2.9641
H 2.5725 1.6888 -2.6116
H -4.8539 -4.9513 -1.8454
H 1.2028 -1.1307 -0.7904
H 3.0634 3.5320 -1.0197
H 1.0881 3.8786 3.4033
H 3.2146 4.8000 2.3170
H 2.2094 5.6036 0.4698
H 0.7437 4.5620 -1.0551
H -4.0677 -8.3801 -1.0702
H -5.1613 -6.4510 0.2117
H 0.8145 5.1602 1.4131
H -3.2204 -7.9528 0.4840
H 0.2133 1.3930 -3.4271
H -0.3479 2.2874 -2.0255
H 2.6537 3.1854 3.7864
H -2.5747 -7.4224 -1.0666
H 3.3612 3.4219 1.3401
*
```

Computed properties:
* LUMO energy: 0.15 eV
* structure (SMILES): C[C@H](O)C#CC#CC#CC#CCCCCCCCC(=O)O
* frontier orbital gap: 9.059 eV
* strongest force on any atom: 2.69 eV Å⁻¹

No. 4
A molecular structure, H18NaO9 in a non-equilibrium geometry, computed with ωB97M-V/def2-TZVPD.

Structure (ORCA input):
```
! RIJCOSX wB97M-V def2-TZVPD def2/J DEFGRID3
* xyz 1 1
Na -5.3906 20.3052 23.9276
O -2.5450 18.3332 23.6305
O -4.0546 20.4344 22.1405
O -5.4550 18.1221 24.0279
O -7.1267 20.4876 21.4583
O -5.7518 22.7169 24.0314
O -7.6790 20.2306 24.2394
O -3.3028 21.4250 24.9903
O -6.3878 22.3626 26.6737
O -5.4622 19.7969 26.3522
H -6.4770 20.4394 20.7360
H -3.4700 18.3535 23.7453
H -7.9775 20.0978 23.3686
H -4.6813 19.3239 26.5701
H -7.1558 22.0077 27.1908
H -2.6037 20.8639 25.2609
H -3.0092 22.3593 24.9964
H -6.0127 17.9738 23.2501
H -5.0171 23.1991 23.5848
H -5.3565 20.7749 26.5549
H -6.6182 22.2121 25.7742
H -3.7592 21.0400 21.4721
H -7.0106 21.4100 21.6926
H -2.2730 18.7858 22.7965
H -6.0277 18.1170 24.7671
H -4.5422 19.7055 21.5690
H -6.4828 23.3440 23.8235
H -8.1709 21.0681 24.4335
*
```

Computed properties:
* LUMO energy: -3.78 eV
* frontier orbital gap: 10.241 eV
* strongest force on any atom: 3.77 eV Å⁻¹

No. 5
2 unconnected molecules or ions with the total composition C12H13NSi in a non-equilibrium geometry, computed with ωB97M-V/def2-TZVPD.

Structure (ORCA input):
```
! RIJCOSX wB97M-V def2-TZVPD def2/J DEFGRID3
* xyz 0 1
Si 0.3798 1.5600 0.6088
N 0.1492 2.8980 -0.4527
C -4.1052 0.2537 0.1278
C 2.9933 0.6289 0.8782
C 2.5563 -1.5774 -0.8162
C -4.1789 -1.1677 -0.2573
C 3.8031 -1.3746 -0.1555
C 1.5603 -0.6869 -0.5592
C 1.7993 0.3921 0.2174
C -1.7733 -1.2578 0.2466
C -2.8323 0.8101 0.3207
C -1.6893 0.1112 0.3076
C 4.0001 -0.3347 0.7584
C -3.0346 -1.9154 -0.0785
H -0.6199 3.5020 -0.6027
H -1.0212 -2.0999 0.1909
H -2.9679 -3.0331 -0.2018
H -5.0677 0.8288 0.0346
H 3.2363 1.5316 1.4163
H 2.4604 -2.4708 -1.3519
H 4.5933 -2.1442 -0.3049
H 0.5940 -1.0590 -1.1515
H -5.1463 -1.5633 -0.6155
H -2.9214 1.9440 0.4544
H 4.9576 -0.2318 1.1991
H 0.4684 2.1528 2.0116
H 0.6983 2.5665 -1.2436
*
```

Computed properties:
* LUMO energy: 0.66 eV
* frontier orbital gap: 9.136 eV
* strongest force on any atom: 5.23 eV Å⁻¹

No. 6
2 unconnected molecules or ions with the total composition C4H7NO2 in a non-equilibrium geometry, computed with ωB97M-V/def2-TZVPD.

Structure (ORCA input):
```
! RIJCOSX wB97M-V def2-TZVPD def2/J DEFGRID3
* xyz 0 1
O 2.2790 -1.4866 0.4351
O 0.4435 -0.0539 -1.1228
N 1.7100 0.7976 0.9386
C -1.3055 -0.8100 0.4776
C -0.9501 -0.2222 -0.8654
C 2.0082 -0.3694 0.6638
C -0.3294 1.1007 -0.9863
H -1.5153 -0.5962 -1.7195
H -0.1706 1.6730 -0.0717
H -1.1044 -1.8879 0.4813
H 2.2624 1.1540 1.7027
H -0.3892 1.6737 -1.9067
H -0.7238 -0.3457 1.2829
H -2.3697 -0.6451 0.6733
*
```

Computed properties:
* LUMO energy: 0.91 eV
* structure (SMILES): C[C@H]1CO1.N=C=O
* frontier orbital gap: 11.237 eV
* strongest force on any atom: 1.42 eV Å⁻¹

No. 7
A molecular structure, C42H61FN5O4P2S2Ti in a non-equilibrium geometry, computed with ωB97M-V/def2-TZVPD.

Structure (ORCA input):
```
! RIJCOSX wB97M-V def2-TZVPD def2/J DEFGRID3
* xyz 0 2
Ti -0.2290 0.0405 0.8642
S -1.0358 -1.0589 -5.1349
S -1.0019 -0.1652 -2.2752
P 1.8273 -1.3171 -0.8183
P -1.2830 -2.2765 0.2323
F -6.6598 1.1850 1.5637
O 0.5867 1.4863 0.1021
O -3.1276 -0.6743 -3.5732
O 1.0969 3.5440 -0.5778
O -1.8880 0.8511 0.2306
N -1.1730 -3.9372 -1.8702
N 1.3042 -3.1077 -2.8193
N -2.7210 4.8798 0.3994
N -7.3221 4.0084 1.7920
N -9.6012 4.9922 1.5664
C -6.0193 3.4935 1.4548
C -2.3781 -3.4040 2.5288
C -1.4409 4.4333 0.1543
C -2.9698 6.2882 0.4004
C -0.8409 -6.0228 -4.8354
C 3.1947 -3.3514 0.5070
C 3.1751 1.4702 1.7314
C -2.4496 7.0994 -0.7455
C 0.8169 -2.6082 -1.7184
C 2.6034 0.2936 2.5192
C -4.9740 4.4027 1.1357
C -1.3640 -5.4868 -3.6883
C -7.3861 5.2620 2.5300
C -1.5228 -5.0803 0.8916
C -1.7764 -0.6550 -3.7094
C -8.6015 6.0257 1.9864
C 3.1697 0.3271 3.9445
C 0.2989 2.7314 -0.1561
C -4.4837 1.6912 0.9200
C 1.1132 -4.6173 -4.6667
C 0.0812 -3.6592 2.1837
C 3.4816 -2.2522 -0.5184
C -1.1246 3.1204 0.1148
C -9.6207 3.8794 2.5633
C -3.0314 -2.2258 -0.2952
C -3.9318 -0.9554 -4.7113
C -2.1362 2.1162 0.3053
C -5.7214 2.1479 1.3141
C -3.4373 2.5892 0.6377
C -0.6522 -4.4905 -2.9966
C 4.4982 -1.2699 0.0755
C 2.3175 -0.2272 -2.2133
C -1.6071 0.0227 2.5455
C 1.0681 0.2450 2.5752
C -3.9205 6.8540 -0.6171
C -8.3149 3.0925 2.3517
C 0.4000 -5.5811 -5.3295
C -3.7221 3.9738 0.7268
C -1.2861 -3.6984 1.4944
C 0.5986 -4.0588 -3.4835
C -0.4707 -3.0339 -1.2432
C 4.1450 -2.8670 -1.7522
H -4.5575 7.6785 -0.3230
H 0.8667 -3.9621 1.4918
H 2.9411 -0.6435 2.0699
H 0.8279 -0.5962 3.2412
H -1.6399 -5.8076 1.7012
H 4.1850 -0.8778 1.0395
H -8.3348 6.6060 1.1056
H -3.3702 -3.6088 2.1253
H 2.8160 -0.5244 4.5304
H -3.7824 -1.9808 -5.0525
H 2.5545 -4.1256 0.0753
H 0.1007 -4.3444 3.0353
H -3.1316 -1.4359 -1.0367
H 0.7917 -6.0081 -6.2440
H 2.0685 -4.2629 -5.0315
H -0.6885 -5.3976 0.2684
H 3.4922 -3.5429 -2.2858
H -2.3196 -5.8096 -3.2946
H 5.0259 -3.4245 -1.4183
H 2.7956 2.4101 2.1413
H -4.3010 0.6303 0.8295
H -2.3388 -2.3648 2.8600
H -9.0492 6.6765 2.7358
H -10.5200 5.3957 1.4006
H -9.2375 4.5813 0.7003
H 5.4493 -1.7896 0.2187
H -10.4898 3.2461 2.4034
H -4.9614 -0.8054 -4.3892
H -2.9641 6.7446 1.3875
H -0.6818 5.1847 -0.0021
H -8.4983 2.2906 1.6445
H 1.6223 0.6032 -2.2806
H -1.3023 -0.5295 3.4403
H 2.7047 -2.9402 1.3924
H -6.4936 5.8567 2.3898
H -2.0668 8.0877 -0.5341
H 4.1257 -3.8283 0.8252
H -4.3798 6.1498 -1.2979
H -3.6915 -0.2840 -5.5359
H -2.4213 -5.1026 0.2770
H -1.3877 -6.7912 -5.3671
H -7.4867 5.0849 3.6101
H 4.6819 -0.4245 -0.5882
H 4.2630 0.3029 3.9305
H -3.6601 -1.9949 0.5652
H -1.9179 6.5700 -1.5240
H -2.2321 -4.0448 3.4022
H 2.8887 1.4249 0.6848
H 4.2667 1.4894 1.7917
H -2.5817 -0.3560 2.2269
H 0.3068 -2.6511 2.5436
H -1.7547 1.0684 2.8383
H -9.6949 4.3216 3.5543
H -3.3096 -3.1806 -0.7346
H 0.7294 1.1471 3.1059
H 2.8580 1.2442 4.4517
H 3.3170 0.1660 -2.0281
H -5.1426 5.4654 1.1941
H 4.4790 -2.0946 -2.4465
H -7.9929 2.6405 3.2980
H 2.2915 -0.8031 -3.1359
*
```

Computed properties:
* LUMO energy (spin up / spin down): -1.38 / -1.42 eV
* frontier orbital gap (spin up / spin down): 3.141 / 4.356 eV
* ⟨S²⟩: 0.7830
* strongest force on any atom: 1.59 eV Å⁻¹

No. 8
A molecular structure, C39H55As3IN6OS2SeY, computed with ωB97M-V/def2-TZVPD.

Structure (ORCA input):
```
! RIJCOSX wB97M-V def2-TZVPD def2/J DEFGRID3
* xyz 0 1
I -0.6792 -1.7134 2.3432
Y 0.4350 0.5242 0.5856
Se 3.7894 0.2980 2.0017
As 2.2296 -2.2286 0.1990
As -0.4522 -0.9828 -1.9299
As -0.2363 -5.9144 -4.1458
S -0.5725 2.2183 -1.2378
S 2.6997 0.9330 -0.8765
O -6.4923 -3.2247 1.1272
N -3.2124 0.1013 0.2344
N 2.1112 0.4452 2.6259
N 2.0377 3.3972 0.8391
N 4.5103 0.2923 3.6011
N -0.8065 2.5785 1.8204
N -4.3359 -3.6418 1.6845
C 1.1125 0.4611 4.8810
C -2.2567 -0.7555 -2.6325
C 3.7694 0.4790 5.9002
C 2.8866 4.2117 -3.2159
C 0.4702 -0.2750 -3.4989
C 2.7046 0.5380 6.7303
C 2.6602 2.6228 -1.3970
C 0.1122 -4.6184 -5.5839
C -4.1379 1.0624 0.2131
C -2.5232 4.1130 -1.1368
C 1.9969 -3.1763 -3.0187
C -4.9367 -1.4551 0.8403
C -5.8892 -0.4467 0.8103
C -3.6287 -1.1311 0.5165
C -3.4069 4.9801 -0.5208
C 3.5426 0.4143 4.4906
C -0.4039 -2.9201 -2.2707
C 2.5226 5.2480 -2.3708
C 3.2910 3.5456 1.5870
C 2.6811 -3.2177 1.8261
C -2.5959 4.2650 1.6116
C 1.3552 -3.7740 -0.6531
C -1.5998 1.8936 2.8632
C 4.0220 -2.3120 -0.5951
C 2.2441 4.9733 -1.0403
C -2.1206 -5.4582 -3.8272
C 0.8861 -3.7278 -2.1201
C 2.2971 3.6745 -0.5491
C 0.1910 3.4695 2.4672
C -5.4826 0.8331 0.4818
C 2.2028 0.4585 3.9574
C 2.9598 2.9152 -2.7268
C 1.3707 0.5059 6.2111
C 0.5969 -5.2071 -2.4820
C -1.7096 3.3850 0.9964
C -3.4532 5.0570 0.8670
C -1.6627 3.2878 -0.3945
C -5.3412 -2.8453 1.2264
C 1.0072 4.2380 1.4473
H -0.4470 -4.9712 -6.4510
H 0.3437 4.6170 0.6744
H 0.5073 -4.0017 -0.0013
H -0.7682 -3.0200 -3.2881
H 0.1056 0.3619 4.5217
H 1.4516 5.1113 1.9419
H -3.4555 -3.2550 1.9864
H -4.1412 5.7301 1.3620
H 4.2644 -3.3429 -0.8508
H -0.9918 1.1460 3.3509
H 3.3194 -4.0608 1.5634
H -1.1737 -3.3439 -1.6185
H -2.4274 -5.8714 -2.8659
H 0.5432 0.4930 6.9094
H 3.6144 4.5958 1.6032
H 3.2079 -2.5751 2.5302
H 1.9767 5.7857 -0.3737
H 2.4608 6.2651 -2.7383
H 4.7375 -1.9584 0.1461
H -2.9594 -1.3994 -2.1091
H -0.0533 -5.6306 -1.7080
H -0.2028 -3.6017 -5.3607
H 3.1084 4.4066 -4.2580
H 2.8915 -3.8013 -2.9520
H 0.0870 0.7318 -3.6613
H 2.0729 -4.5902 -0.5367
H -1.9683 2.5899 3.6230
H -3.7928 2.0603 -0.0342
H 1.1690 -4.6231 -5.8446
H -2.6228 4.3347 2.6930
H -2.4423 1.3837 2.4044
H 4.7897 0.4660 6.2602
H -4.0607 5.5987 -1.1237
H 3.1636 3.2104 2.6199
H -0.3293 4.1734 3.1267
H -2.8690 -1.9006 0.4761
H 0.8436 2.8600 3.0936
H 2.8492 0.5833 7.8019
H -4.6016 -4.5483 2.0302
H 2.2767 -2.1632 -2.7289
H -2.5458 0.2843 -2.5003
H -2.2487 -1.0131 -3.6914
H 4.0741 2.9602 1.1132
H 4.0931 -1.6776 -1.4734
H -2.7158 -5.9365 -4.6045
H 1.6864 -3.1418 -4.0601
H 3.2299 2.1002 -3.3874
H -6.9195 -0.6863 1.0431
H 1.7678 -3.5717 2.2945
H 0.2514 -0.8990 -4.3658
H -6.1848 1.6554 0.4400
H 1.5405 -0.2145 -3.3252
H -2.4810 4.0499 -2.2168
H 1.5364 -5.7613 -2.4064
H -2.3209 -4.3885 -3.8362
*
```

Computed properties:
* LUMO energy: -1.17 eV
* frontier orbital gap: 6.148 eV
* strongest force on any atom: 0.61 eV Å⁻¹

For the records above, the corresponding calculated total energy values read -1241.31784, -1504.58629, -923.37444, -850.09664, -809.22574, -361.80090, -4640.05966, -12164.20894 Ha.
For the records above, the corresponding ΔE to the lowest compared entry with this formula, charge and spin values read 337.00, 28.03, 695.60, 66.70, 21.79, 209.94, 98.10, 0.00 kJ/mol.